1.
{
  "formula": "C7H12",
  "method": "ωB97M-V with the def2-TZVPD basis set",
  "elements": ["C", "C", "C", "C", "C", "C", "C", "H", "H", "H", "H", "H", "H", "H", "H", "H", "H", "H", "H"],
  "xyz": [[0.6975, -2.5598, -0.9478], [0.8546, -1.4512, -0.2321], [0.9760, -0.0785, -0.8604], [0.2592, 1.0638, -0.1970], [0.8963, 2.1346, 0.3130], [-1.2443, 0.9938, -0.0464], [-1.5877, 0.1578, 1.2030], [1.0150, -3.4781, -0.4574], [0.0824, -2.7964, -1.8070], [1.2830, -1.5315, 0.7612], [0.8432, -0.0940, -1.9442], [2.0448, 0.1647, -0.7857], [0.3367, 3.0625, 0.3262], [1.8510, 1.9831, 0.8002], [-1.7703, 0.5141, -0.8764], [-1.5779, 2.0123, 0.1570], [-1.3596, -0.8966, 1.0847], [-2.6284, 0.2914, 1.4734], [-0.9717, 0.5080, 2.0355]],
  "forces_ev_per_angstrom": [[-0.6, -1.4, 1.4], [0.9, 0.4, -1.5], [0.5, 0.0, 1.3], [-0.5, 0.3, -0.3], [-0.6, -1.0, -0.2], [0.2, -0.3, 0.0], [0.6, 0.4, 0.2], [-0.3, -0.1, 0.1], [0.5, 0.9, -0.6], [0.0, 0.0, 0.0], [-0.7, 0.0, 0.1], [0.0, -0.1, 0.1], [0.1, 0.0, 1.0], [0.6, 0.7, -0.8], [0.1, 0.4, -0.3], [-0.4, 0.0, -0.4], [-0.1, -0.2, -0.2], [-0.2, -0.1, 0.0], [-0.1, 0.0, 0.1]],
  "homo_lumo_gap_ev": 9.8,
  "de_lowest_kcal_mol": 49.45
}

2.
{
  "formula": "C7H12",
  "method": "ωB97M-V with the def2-TZVPD basis set",
  "elements": ["C", "C", "C", "C", "C", "C", "C", "H", "H", "H", "H", "H", "H", "H", "H", "H", "H", "H", "H"],
  "xyz": [[-1.8445, -0.0244, 0.6097], [-1.4325, -0.4470, -0.7663], [-0.2247, -0.1373, -1.4006], [0.9589, 1.4424, -0.7089], [1.3538, 1.2776, 0.6097], [1.0421, -1.2696, 0.5444], [0.3893, -1.2614, -0.6694], [-2.8012, 0.4985, 0.4814], [-2.0217, -0.8603, 1.2936], [-1.1319, 0.6663, 1.0664], [-2.2636, -0.8194, -1.3720], [-0.2624, -0.3070, -2.4865], [1.7013, 1.2247, -1.4724], [0.2907, 2.2731, -0.9311], [2.3403, 0.9447, 0.9064], [0.8004, 1.7962, 1.3996], [0.6761, -0.9242, 1.4990], [1.9051, -1.9374, 0.5706], [0.5287, -2.1454, -1.2969]],
  "forces_ev_per_angstrom": [[0.0, 0.0, 0.1], [-0.2, 0.2, -0.1], [-0.3, -0.2, 0.1], [0.1, 0.1, 0.0], [0.1, 0.0, -0.2], [-0.2, -0.1, 0.1], [0.5, 0.0, 0.1], [0.1, -0.1, 0.2], [0.0, 0.1, -0.1], [0.0, -0.2, -0.1], [0.1, 0.1, 0.0], [0.2, 0.3, 0.3], [-0.1, 0.1, 0.0], [-0.1, -0.3, -0.1], [-0.1, 0.0, -0.3], [0.0, -0.4, -0.2], [-0.1, 0.3, -0.2], [-0.4, -0.2, 0.4], [0.4, 0.4, -0.1]],
  "homo_lumo_gap_ev": 7.9,
  "de_lowest_kcal_mol": 131.68
}

3.
{
  "formula": "C7H12",
  "method": "ωB97M-V with the def2-TZVPD basis set",
  "elements": ["C", "C", "C", "C", "C", "H", "H", "H", "H", "H", "H", "H", "H", "C", "C", "H", "H", "H", "H"],
  "xyz": [[1.0481, -1.6470, 0.3978], [0.4246, -1.8541, -0.7660], [-0.6484, -1.0487, -1.3717], [-1.5992, -0.3290, -0.7610], [-1.8124, -0.1523, 0.7132], [0.8182, -0.8033, 1.0424], [1.8360, -2.3185, 0.7298], [0.7518, -2.7006, -1.3713], [-0.6730, -1.0768, -2.4609], [-2.3072, 0.1905, -1.4065], [-2.8659, 0.0505, 0.9319], [-1.4995, -1.0374, 1.2780], [-1.2303, 0.7018, 1.0847], [1.1333, 1.9548, -0.3172], [1.4511, 2.0554, 0.9690], [1.2299, 1.0156, -0.8565], [0.7563, 2.8062, -0.8794], [1.8349, 1.2037, 1.5268], [1.3518, 2.9893, 1.5170]],
  "forces_ev_per_angstrom": [[-0.1, 0.0, -0.1], [0.1, 0.0, 0.1], [-0.1, 0.1, 0.1], [0.1, -0.1, -0.1], [0.0, 0.0, 0.0], [0.0, -0.1, -0.1], [-0.1, 0.1, -0.1], [0.0, 0.1, 0.1], [0.0, 0.0, 0.1], [0.1, -0.1, 0.1], [0.2, 0.0, 0.0], [0.0, 0.1, -0.1], [-0.1, -0.1, 0.0], [0.1, 0.0, 0.2], [0.0, 0.0, -0.2], [0.0, 0.1, 0.1], [0.1, -0.1, 0.1], [-0.1, 0.1, -0.1], [0.0, -0.1, -0.1]],
  "homo_lumo_gap_ev": 9.9,
  "de_lowest_kcal_mol": 46.16
}

4.
{
  "formula": "C7H12",
  "method": "ωB97M-V with the def2-TZVPD basis set",
  "elements": ["C", "C", "C", "C", "C", "H", "H", "H", "H", "H", "H", "H", "H", "C", "C", "H", "H", "H", "H"],
  "xyz": [[-1.9205, 0.0906, 0.2834], [-1.5604, 0.3812, -0.9712], [-0.2464, 0.8113, -1.4725], [0.7699, 1.3760, -0.8051], [0.8352, 1.6989, 0.6588], [-1.2289, 0.1178, 1.1184], [-2.9379, -0.2238, 0.5030], [-2.3197, 0.2739, -1.7465], [-0.1070, 0.6682, -2.5438], [1.6511, 1.6358, -1.3910], [1.6602, 2.3850, 0.8732], [-0.0972, 2.1535, 1.0148], [1.0001, 0.7866, 1.2475], [0.9754, -1.9705, -0.0835], [0.5314, -2.0898, 1.1625], [0.3082, -2.0792, -0.9346], [2.0148, -1.7430, -0.3069], [-0.5139, -2.3065, 1.3709], [1.1856, -1.9660, 2.0225]],
  "forces_ev_per_angstrom": [[0.1, 0.1, -0.1], [-0.1, 0.0, 0.1], [0.1, 0.1, 0.1], [-0.1, -0.1, -0.1], [0.0, 0.0, 0.0], [-0.1, 0.0, -0.2], [0.1, 0.1, -0.1], [0.1, 0.0, 0.1], [0.0, 0.0, 0.1], [-0.1, -0.1, 0.1], [-0.1, -0.1, 0.0], [0.1, -0.1, -0.1], [0.0, 0.1, -0.1], [-0.1, 0.0, 0.2], [0.1, 0.0, -0.2], [0.1, 0.0, 0.1], [-0.1, 0.0, 0.1], [0.2, 0.0, 0.0], [-0.1, 0.0, -0.1]],
  "homo_lumo_gap_ev": 9.8,
  "de_lowest_kcal_mol": 47.10
}

5.
{
  "formula": "C7H12",
  "method": "ωB97M-V with the def2-TZVPD basis set",
  "elements": ["C", "C", "C", "C", "C", "C", "C", "H", "H", "H", "H", "H", "H", "H", "H", "H", "H", "H", "H"],
  "xyz": [[3.6573, -0.2355, 1.7038], [2.6695, -0.0100, 0.6520], [1.7851, 0.0250, -0.1662], [0.5929, -0.2232, -0.9829], [-0.6677, 0.4802, -0.4416], [-1.9493, -0.2848, -0.7765], [-3.2099, 0.3950, -0.2441], [3.3521, 0.2732, 2.6244], [4.6598, 0.1046, 1.4261], [3.7027, -1.3123, 1.9080], [0.4716, -1.3147, -0.9325], [0.7482, 0.0156, -2.0425], [-0.5784, 0.5826, 0.6483], [-0.7211, 1.5019, -0.8445], [-1.8769, -1.2967, -0.3511], [-2.0286, -0.4136, -1.8661], [-3.1663, 0.5103, 0.8471], [-3.3367, 1.3947, -0.6788], [-4.1043, -0.1923, -0.4827]],
  "forces_ev_per_angstrom": [[0.1, 0.0, 0.1], [-0.4, 0.0, -0.4], [0.4, -0.1, 0.4], [0.0, -0.1, 0.0], [0.0, 0.0, 0.0], [0.0, 0.0, 0.0], [0.0, 0.0, 0.0], [0.1, -0.1, -0.1], [-0.2, 0.0, 0.0], [0.1, 0.2, 0.0], [-0.3, 0.2, -0.1], [0.0, 0.0, 0.2], [0.0, -0.1, -0.2], [0.0, -0.2, 0.1], [0.0, 0.2, -0.1], [0.0, 0.0, 0.2], [0.0, 0.0, -0.2], [0.0, -0.2, 0.1], [0.1, 0.1, 0.0]],
  "homo_lumo_gap_ev": 10.4,
  "de_lowest_kcal_mol": 33.07
}

6.
{
  "formula": "C7H12",
  "method": "ωB97M-V with the def2-TZVPD basis set",
  "elements": ["C", "C", "C", "C", "H", "H", "H", "H", "H", "H", "C", "C", "C", "H", "H", "H", "H", "H", "H"],
  "xyz": [[-1.3421, -0.8136, 1.1890], [-1.1306, 0.4836, 1.2984], [-0.3688, 1.6632, 0.8739], [-1.4962, 1.7693, 1.9033], [-0.7561, -1.4193, 0.5018], [-2.1123, -1.3145, 1.7708], [-0.5469, 2.0685, -0.1201], [0.6530, 1.7825, 1.2308], [-2.4251, 2.2434, 1.5927], [-1.2252, 1.9641, 2.9389], [0.1625, -0.8800, -2.3112], [1.1613, -0.4517, -1.5451], [2.0003, -1.3253, -0.6592], [-0.4166, -0.1984, -2.9289], [-0.1095, -1.9338, -2.3489], [1.4031, 0.6123, -1.5385], [3.0647, -1.2373, -0.9083], [1.7167, -2.3786, -0.7553], [1.8858, -1.0385, 0.3938]],
  "forces_ev_per_angstrom": [[0.0, 0.1, 0.0], [0.0, -0.1, 0.0], [0.1, 0.0, -0.2], [-0.2, 0.0, 0.2], [-0.1, 0.1, 0.1], [0.1, 0.1, -0.1], [0.0, -0.1, 0.2], [-0.2, 0.0, 0.0], [0.2, -0.1, 0.0], [0.0, -0.1, -0.2], [0.2, 0.0, 0.1], [-0.1, 0.0, -0.1], [0.0, -0.1, 0.0], [0.1, -0.1, 0.1], [0.0, 0.2, 0.0], [-0.1, -0.2, 0.0], [-0.2, 0.0, 0.0], [0.0, 0.1, 0.0], [0.0, 0.0, -0.1]],
  "homo_lumo_gap_ev": 10.6,
  "de_lowest_kcal_mol": 59.53
}

7.
{
  "formula": "C7H12",
  "method": "ωB97M-V with the def2-TZVPD basis set",
  "elements": ["C", "C", "C", "C", "C", "C", "C", "H", "H", "H", "H", "H", "H", "H", "H", "H", "H", "H", "H"],
  "xyz": [[-2.0079, -0.1453, 0.6780], [-1.5252, -0.2973, -0.7549], [-0.2500, 0.1385, -1.4099], [0.9470, 0.8961, -0.8494], [1.2324, 0.6447, 0.6303], [1.4875, -0.8309, 0.9330], [-0.4885, -1.3147, -1.1269], [-2.3450, 0.8810, 0.8661], [-2.8544, -0.8186, 0.8486], [-1.2393, -0.3919, 1.4148], [-2.3535, -0.2961, -1.4667], [-0.4070, 0.3637, -2.4666], [1.8297, 0.6062, -1.4361], [0.7909, 1.9697, -1.0202], [2.1087, 1.2393, 0.9190], [0.4020, 1.0271, 1.2361], [1.4869, -1.0284, 2.0124], [2.4476, -1.1564, 0.5174], [0.7381, -1.4865, 0.4748]],
  "forces_ev_per_angstrom": [[0.0, 0.0, 0.1], [-0.1, -0.1, 0.0], [0.1, -0.1, -0.1], [0.0, 0.0, 0.0], [0.0, 0.0, 0.1], [0.2, 0.2, 0.2], [-0.2, 0.4, -0.1], [0.1, -0.2, 0.0], [0.1, 0.1, 0.0], [-0.1, 0.0, -0.2], [0.1, 0.0, 0.1], [0.0, 0.0, 0.1], [-0.1, 0.0, 0.1], [0.0, -0.2, 0.0], [-0.1, -0.1, 0.0], [0.1, -0.1, -0.1], [0.1, 0.0, -0.2], [-0.1, 0.1, 0.1], [-0.1, 0.0, 0.1]],
  "homo_lumo_gap_ev": 8.5,
  "de_lowest_kcal_mol": 98.28
}

8.
{
  "formula": "C7H12",
  "method": "ωB97M-V with the def2-TZVPD basis set",
  "elements": ["C", "C", "C", "C", "C", "C", "C", "H", "H", "H", "H", "H", "H", "H", "H", "H", "H", "H", "H"],
  "xyz": [[-3.1262, 0.4277, -0.0959], [-1.8600, -0.2393, -0.6261], [-0.6102, 0.6600, -0.5381], [0.5808, -0.0815, -1.0674], [1.7708, -0.3077, -0.4586], [2.1018, 0.2923, 0.8084], [3.1792, -0.4437, 1.5266], [-3.0167, 0.7020, 0.9593], [-3.3546, 1.3411, -0.6574], [-3.9882, -0.2446, -0.1813], [-1.6771, -1.1699, -0.0722], [-2.0202, -0.5382, -1.6729], [-0.4064, 0.9701, 0.4906], [-0.7876, 1.5705, -1.1355], [2.4537, -1.0061, -0.9705], [0.4107, -0.5894, -2.0194], [2.8797, -0.5472, 2.5791], [4.0641, 0.2133, 1.5583], [3.4756, -1.4264, 1.1174]],
  "forces_ev_per_angstrom": [[0.0, 0.1, 0.0], [0.0, -0.1, 0.0], [0.1, -0.1, 0.1], [0.0, -0.1, 0.0], [-0.1, 0.2, 0.0], [-0.1, -0.5, -0.1], [-0.1, 0.0, 0.0], [0.0, 0.0, -0.1], [0.0, -0.1, 0.1], [0.2, 0.1, 0.0], [0.0, 0.2, -0.1], [0.1, 0.1, 0.2], [-0.1, 0.0, -0.2], [0.1, -0.2, 0.0], [-0.1, 0.2, 0.2], [0.0, 0.1, 0.1], [0.1, 0.0, -0.2], [-0.2, -0.1, 0.0], [0.0, 0.2, 0.0]],
  "homo_lumo_gap_ev": 7.5,
  "de_lowest_kcal_mol": 83.67
}

9.
{
  "formula": "C7H12",
  "method": "ωB97M-V with the def2-TZVPD basis set",
  "elements": ["C", "C", "C", "C", "C", "C", "C", "H", "H", "H", "H", "H", "H", "H", "H", "H", "H", "H", "H"],
  "xyz": [[-2.5604, 0.2565, 0.1111], [-1.2428, -0.4992, 0.0229], [-0.2470, -0.0304, -1.0567], [0.8982, 0.0492, 0.0291], [2.2128, -0.6491, -0.1573], [2.2036, 0.8420, 0.1362], [-0.1264, -0.1350, 1.1638], [-3.2051, 0.1320, -0.7754], [-2.3502, 1.3253, 0.2091], [-3.0783, -0.0895, 1.0136], [-1.4946, -1.5781, -0.1368], [-0.2138, -0.6905, -1.9642], [-0.4581, 0.9942, -1.3696], [2.3796, -1.0428, -1.1640], [2.6275, -1.2888, 0.6161], [2.4474, 1.5556, -0.7020], [2.4538, 1.0024, 1.2474], [-0.3192, 0.7993, 1.7581], [0.0649, -0.9550, 1.8733]],
  "forces_ev_per_angstrom": [[0.2, 0.1, 0.2], [0.4, 0.2, 0.4], [0.6, 0.5, 0.1], [-0.2, -0.7, -0.3], [-0.1, -0.3, 0.1], [-0.6, -0.2, 0.0], [-0.8, -0.7, -0.6], [0.3, -0.2, 0.3], [-0.1, 0.0, 0.1], [-0.2, 0.2, -0.2], [0.6, 0.7, 0.7], [0.6, 0.6, 0.9], [-0.3, 0.0, -0.3], [0.1, 0.4, 0.3], [-0.2, 0.0, 0.0], [0.0, -0.6, 1.5], [-0.2, 0.5, -2.1], [-0.1, -0.8, -0.7], [0.1, 0.3, -0.2]],
  "homo_lumo_gap_ev": 10.8,
  "de_lowest_kcal_mol": 43.15
}

10.
{
  "formula": "C7H12",
  "method": "ωB97M-V with the def2-TZVPD basis set",
  "elements": ["C", "C", "C", "C", "C", "C", "C", "H", "H", "H", "H", "H", "H", "H", "H", "H", "H", "H", "H"],
  "xyz": [[1.0887, -0.8572, 1.3675], [-0.1800, -0.0116, 1.3633], [-0.2209, 0.9999, 2.2175], [-1.3070, -0.3205, 0.4584], [-1.1180, 0.0959, -0.9996], [0.0847, 0.6898, -1.3875], [0.7693, 0.0734, -2.5911], [0.8998, -1.9333, 1.5501], [1.8285, -0.5832, 2.0936], [1.5970, -0.6859, 0.4080], [0.4609, 1.2651, 3.0925], [-1.2088, 1.5358, 2.3293], [-1.7011, -1.3552, 0.4105], [-2.2474, 0.1614, 0.8188], [-1.9668, -0.1243, -1.6593], [0.4628, 1.3446, -0.5902], [0.2199, 0.0360, -3.6010], [1.6109, 0.7058, -2.8528], [0.9275, -1.0364, -2.4278]],
  "forces_ev_per_angstrom": [[-0.5, -0.6, -1.1], [2.1, -0.5, 1.6], [-2.1, 1.3, 2.0], [-1.2, 0.6, -1.4], [-0.6, -0.2, 1.7], [-1.1, -1.8, -0.8], [-0.6, 0.6, -1.2], [-0.1, 0.5, -0.5], [0.0, 0.6, 0.6], [0.0, -0.6, -0.1], [-0.4, -0.7, -1.8], [1.2, -0.2, -0.4], [0.7, 0.0, 0.1], [0.4, 0.2, -0.3], [0.6, -0.1, -0.1], [0.7, -0.1, -0.7], [-0.2, 0.3, 1.7], [0.7, -0.7, 0.3], [0.4, 1.3, 0.2]],
  "homo_lumo_gap_ev": [8.5, 6.2],
  "charge": 1,
  "multiplicity": 2,
  "de_lowest_kcal_mol": 42.15
}

11.
{
  "formula": "C7H12AgO4",
  "method": "ωB97M-V with the def2-TZVPD basis set",
  "elements": ["C", "C", "O", "Ag", "H", "H", "H", "H", "H", "O", "C", "O", "O", "C", "C", "C", "C", "H", "H", "H", "H", "H", "H", "H"],
  "xyz": [[1.4908, 1.8176, -1.3345], [0.6530, 3.0565, -1.1272], [-0.4005, 3.0340, -2.1470], [-0.0464, 1.0606, -2.8624], [1.8304, 0.9994, -0.6870], [-1.0979, 3.6744, -1.9815], [2.4959, 2.1561, -1.6344], [1.2027, 4.0014, -1.2573], [0.1575, 3.0940, -0.1453], [1.0503, -4.6212, 3.1295], [0.2898, -3.6475, 2.9737], [-0.5758, -3.1974, 3.7458], [0.4827, -2.9888, 1.7662], [-0.2618, -1.8116, 1.5191], [0.1082, -1.2903, 0.1361], [-0.6192, -0.0163, -0.1838], [-1.6658, 0.0343, -1.0631], [-0.0409, -1.0523, 2.2863], [-1.3402, -2.0264, 1.5667], [-0.1186, -2.0538, -0.6224], [1.1948, -1.1149, 0.0973], [-0.4727, 0.8348, 0.4895], [-2.2801, 0.9378, -1.1306], [-2.0364, -0.8802, -1.5339]],
  "forces_ev_per_angstrom": [[2.4, 1.0, -0.1], [-1.0, 0.2, 0.9], [0.3, 1.4, 0.7], [0.2, -2.1, -1.1], [-1.6, 0.2, 0.5], [0.0, 0.1, 0.2], [-0.4, -0.1, -1.1], [0.1, -0.5, 0.0], [0.2, -0.1, -0.1], [-0.2, 0.4, -0.4], [0.3, -1.1, 1.6], [-0.2, 0.4, -0.3], [0.2, 0.9, -1.4], [-0.1, -0.4, 0.5], [0.3, 0.1, -0.4], [-1.8, -0.5, -0.3], [0.7, 0.0, 1.1], [-0.1, -0.1, -0.1], [0.2, 0.1, 0.0], [0.0, 0.2, 0.2], [-0.1, -0.1, 0.1], [0.3, -0.1, -0.4], [0.2, -0.4, -0.1], [0.3, 0.4, -0.1]],
  "homo_lumo_gap_ev": [5.0, 4.6],
  "charge": -1,
  "multiplicity": 3
}

Calculated electronic energy (eV), listed in the same order as above: -7451.287 -7447.721 -7451.430 -7451.389 -7451.997 -7450.850 -7449.169 -7449.803 -7451.560 -7442.625 -19638.694
Calculated max |F| (eV/A), listed in the same order as above: 2.08 0.59 0.19 0.19 0.56 0.24 0.43 0.51 2.17 3.16 2.60